[1]
Below is a structure of composition C28H23Cl5GeO2RuS in a non-equilibrium geometry, with properties calculated with ωB97M-V with the def2-TZVPD basis set.

```
61
C28H23Cl5GeO2RuS | OMol25 | ωB97M-V with the def2-TZVPD basis set
Ru -16.7793 -3.1976 0.5399
Cl -21.6616 -6.5029 3.5050
C -20.8655 -5.9399 2.1831
C -20.5618 -4.5849 2.1297
Cl -21.3676 -3.4505 3.0889
C -19.4726 -4.1458 1.3560
Cl -18.8313 -2.5720 1.5781
C -18.9936 -4.9542 0.3068
O -17.9747 -4.5535 -0.3999
C -19.5009 -6.2374 0.2014
Cl -19.1291 -6.9374 -1.2930
C -20.3617 -6.7606 1.1529
Cl -20.6470 -8.4488 1.1515
O -18.0284 -1.9588 -0.9595
S -17.8214 -2.2266 -2.4725
C -19.5267 -2.5232 -3.0455
C -20.0786 -1.1389 -3.2930
C -18.9248 -0.1156 -3.7629
C -17.5684 -0.6928 -3.4354
H -20.0369 -3.0963 -2.2267
H -19.5413 -3.1501 -3.9077
H -20.5762 -0.7555 -2.3909
H -20.8407 -1.1236 -4.0934
H -19.1001 0.7892 -3.2172
H -19.0706 -0.0159 -4.8193
H -16.8971 -0.0704 -2.8241
H -17.0163 -1.1166 -4.2456
C -15.1889 -8.7035 2.3834
C -16.1924 -8.0472 1.6584
C -16.1953 -6.6584 1.5631
C -15.1934 -5.8840 2.1628
C -14.1468 -6.5277 2.8263
C -14.1137 -7.9075 2.8470
Ge -15.4351 -3.9354 2.2455
C -14.8422 -3.0271 3.8197
C -13.5287 -3.1664 4.2801
C -13.1192 -2.9788 5.6094
C -14.0888 -2.7533 6.5448
C -15.3889 -2.4665 6.1167
C -15.7638 -2.6422 4.7664
C -14.9059 -3.2261 0.2260
C -14.0571 -2.1293 0.5381
C -12.9617 -1.7967 -0.2565
C -12.6120 -2.6612 -1.2814
C -13.3354 -3.8658 -1.5197
C -14.4700 -4.1978 -0.7166
H -15.2148 -9.7698 2.5407
H -16.9335 -8.6113 1.1414
H -17.0051 -6.2433 1.0041
H -13.3086 -5.9975 3.3107
H -13.2270 -8.3652 3.2941
H -12.7394 -3.4261 3.5077
H -12.0760 -3.0685 5.9217
H -13.8226 -2.8546 7.5802
H -16.1797 -2.2872 6.8557
H -16.8220 -2.6096 4.4728
H -14.2815 -1.5011 1.4390
H -12.4219 -0.8718 -0.1053
H -11.7659 -2.4178 -1.9214
H -13.2026 -4.5516 -2.4012
H -14.8622 -5.2229 -0.7013
```

Properties
Charge: +3
Spin multiplicity: 6
E: -166015.1956 eV
Orbital gap (alpha / beta): 7.05 / 3.66 eV
Relative energy (zero: lowest compared OMol25 entry of this formula, charge and spin): 56.1 kJ/mol

---

[2]
Below is a structure of composition C23H25BF6IrN5O8S4 in a non-equilibrium geometry, with properties calculated with ωB97M-V with the def2-TZVPD basis set.

```
73
C23H25BF6IrN5O8S4 | OMol25 | ωB97M-V with the def2-TZVPD basis set
Ir 0.0042 -0.2935 0.7147
F -2.4705 1.4530 4.5389
C -2.8594 2.1460 3.4809
F -3.8881 1.5404 2.9033
F -3.1962 3.3713 3.8382
S -1.4472 2.2391 2.2996
O -1.2978 0.7679 1.9872
O -0.3407 2.8328 2.9686
N -2.0647 3.0412 1.1201
S -1.5489 2.7277 -0.3402
O -0.3479 1.8758 -0.2939
O -1.4654 3.8668 -1.1768
C -2.9743 1.7531 -0.9969
F -2.7510 1.3964 -2.2544
F -4.0493 2.5221 -0.9384
F -3.1832 0.6660 -0.2551
B 1.4376 -2.0342 3.3370
N 1.9162 -0.5935 2.9729
C 2.9467 0.0187 3.5518
C 3.1095 1.2765 2.9808
C 2.1125 1.3643 2.0308
N 1.4023 0.2263 2.0428
N -0.0650 -2.1943 2.9304
C -0.9082 -3.0435 3.5028
C -2.0662 -3.1553 2.7276
C -1.8514 -2.3281 1.6527
N -0.6272 -1.7684 1.7842
H 1.4663 -2.1326 4.5316
H 2.0956 -2.8496 2.7439
H 3.4861 -0.4725 4.3441
H 3.8353 2.0269 3.2370
H 1.8437 2.1683 1.3678
H -0.6279 -3.5262 4.4242
H -2.9410 -3.7456 2.9334
H -2.4900 -2.0617 0.8265
C -3.0314 -7.0625 -0.9402
C -2.3078 -5.7523 -1.0664
C -2.8658 -4.6904 -1.7783
C -2.1948 -3.4870 -1.9085
C -0.9519 -3.3500 -1.3044
C -0.3673 -4.3877 -0.5888
C -1.0532 -5.5820 -0.4784
S -0.1168 -1.8312 -1.4868
O 0.9233 -1.7297 -0.3585
O 0.4468 -1.7213 -2.7804
O -1.0826 -0.7294 -1.0599
H -4.0362 -7.0043 -1.3536
H -3.1049 -7.3676 0.1041
H -2.4916 -7.8480 -1.4712
H -3.8382 -4.8081 -2.2388
H -2.6369 -2.6682 -2.4627
H 0.5993 -4.2571 -0.1190
H -0.6088 -6.3980 0.0780
C 2.6937 6.9108 -2.6946
C 2.4387 5.4337 -2.5788
C 1.4653 4.8144 -3.3540
C 1.1994 3.4603 -3.2150
C 1.9394 2.7205 -2.3087
C 2.9206 3.3108 -1.5213
C 3.1611 4.6632 -1.6625
S 1.5379 1.0081 -2.1326
C 2.9181 0.2372 -2.9571
O 1.7848 0.6621 -0.6560
H 2.2484 7.3222 -3.5982
H 3.7625 7.1237 -2.7072
H 2.2642 7.4364 -1.8396
H 0.8919 5.4010 -4.0602
H 0.4140 2.9917 -3.7959
H 3.4790 2.7172 -0.8074
H 3.9218 5.1376 -1.0544
H 3.8593 0.6255 -2.5745
H 2.8098 0.4451 -4.0213
H 2.8145 -0.8278 -2.7651
```

Properties
Charge: +1
Spin multiplicity: 2
E: -111239.9381 eV
Orbital gap (alpha / beta): 7.70 / 5.36 eV
Relative energy (zero: lowest compared OMol25 entry of this formula, charge and spin): 203.1 kJ/mol